A cluster of 7 separate species, C52H87FN9O in total, computed with wB97M-V/def2-TZVPD.

Computed properties:
Net charge: +1
LUMO energy in eV: -3.358
Frontier orbital gap in eV: 6.0

Last column: Mulliken charge in e.
Cartesian coordinates (Å):
C 7.51 -0.82 -1.28  -1.034
C 7.25 0.47 -2.08  -0.161
C 7.23 1.74 -1.20  -0.270
C 6.08 2.70 -1.53  -1.126
C 4.70 2.12 -1.15  -0.537
C 3.73 1.95 -2.32  -0.703
C 2.39 1.35 -1.87  -0.611
C 1.14 2.13 -2.30  -0.925
C -0.05 1.24 -2.68  -0.557
C -1.20 1.97 -3.38  0.328
C -1.86 1.19 -4.53  -1.063
C -3.31 1.64 -4.79  -1.048
C -4.38 0.59 -4.43  -0.338
C -5.53 1.10 -3.53  -0.711
C -5.76 0.21 -2.30  -1.265
C -4.49 0.04 -1.45  0.029
N -3.99 -1.36 -1.38  1.101
C -4.98 -2.37 -0.84  -0.759
C -5.01 -3.67 -1.62  -1.450
C -3.90 -4.72 -1.36  0.762
C -3.49 -4.84 0.10  -1.502
C -2.67 -4.56 -2.28  -1.509
C -2.96 -1.17 -0.48  -1.427
N -1.84 -1.82 -0.60  0.201
N -3.17 -0.20 0.47  0.543
C -4.37 0.61 0.00  1.930
C -5.56 0.42 0.94  -1.262
O -5.43 1.12 2.15  -0.429
C -4.71 0.47 3.17  -0.771
C -3.89 2.08 -0.03  -1.638
C -4.97 3.12 -0.33  1.486
C -4.49 4.25 -1.23  -1.721
F -5.41 3.68 0.88  -0.475
H 6.72 -1.56 -1.45  0.373
H 7.55 -0.63 -0.21  0.136
H 8.45 -1.29 -1.57  0.292
H 6.29 0.38 -2.61  -0.012
H 8.01 0.58 -2.85  0.444
H 8.17 2.28 -1.30  0.426
H 7.10 1.43 -0.16  -0.110
H 6.09 2.92 -2.60  0.424
H 6.25 3.63 -0.98  0.427
H 4.21 2.78 -0.42  0.450
H 4.84 1.15 -0.67  0.422
H 4.19 1.31 -3.08  0.100
H 3.56 2.93 -2.77  0.420
H 2.40 1.27 -0.78  0.295
H 2.30 0.32 -2.24  0.422
H 1.37 2.81 -3.13  0.509
H 0.82 2.76 -1.46  0.220
H 0.31 0.40 -3.27  0.485
H -0.44 0.82 -1.74  -0.083
H -0.85 2.94 -3.76  0.672
H -1.97 2.21 -2.64  -0.446
H -1.83 0.12 -4.31  0.475
H -1.26 1.34 -5.43  0.473
H -3.43 1.94 -5.83  0.487
H -3.49 2.55 -4.20  0.394
H -4.79 0.16 -5.34  0.680
H -3.88 -0.24 -3.91  -0.025
H -6.47 1.12 -4.09  0.645
H -5.34 2.13 -3.22  -0.175
H -6.07 -0.78 -2.64  0.448
H -6.59 0.60 -1.70  0.439
H -3.67 0.57 -1.96  -0.414
H -5.95 -1.89 -0.94  0.478
H -4.83 -2.54 0.23  0.688
H -5.97 -4.14 -1.38  0.303
H -5.04 -3.45 -2.69  0.177
H -4.37 -5.68 -1.62  0.637
H -4.32 -5.15 0.74  0.328
H -2.69 -5.58 0.21  0.470
H -3.08 -3.90 0.51  0.187
H -2.79 -3.70 -2.96  0.274
H -2.51 -5.43 -2.91  0.348
H -1.75 -4.39 -1.71  0.331
H -1.12 -1.76 0.11  0.322
H -1.64 -2.35 -1.44  0.351
H -3.32 -0.65 1.38  0.467
H -5.74 -0.65 1.13  0.848
H -6.46 0.80 0.45  0.095
H -4.85 -0.62 3.13  0.344
H -3.64 0.71 3.14  0.216
H -5.10 0.82 4.13  0.346
H -3.12 2.17 -0.79  -0.127
H -3.45 2.32 0.94  0.663
H -5.84 2.65 -0.80  -0.279
H -3.43 4.46 -1.07  0.349
H -4.68 4.04 -2.28  0.288
H -5.03 5.16 -0.96  0.501
N -0.42 0.79 2.71  0.021
C 0.67 1.53 2.31  -0.365
C 1.54 1.59 3.36  -0.638
C 0.96 0.86 4.44  -0.664
C -0.24 0.38 4.01  -0.428
H -1.22 0.58 2.14  0.428
H 0.72 1.94 1.32  0.394
H 2.49 2.10 3.36  0.475
H 1.39 0.72 5.42  0.418
H -0.98 -0.22 4.52  0.361
N 8.06 0.55 4.17  0.145
C 6.86 0.44 4.82  -0.498
C 5.92 1.09 4.07  -0.453
C 6.58 1.62 2.92  -0.448
C 7.90 1.27 3.02  -0.628
H 8.93 0.16 4.50  0.183
H 6.78 -0.10 5.75  0.357
H 4.87 1.18 4.31  0.397
H 6.14 2.19 2.12  0.490
H 8.74 1.47 2.36  0.461
N -8.45 3.63 0.04  0.163
C -9.62 3.57 0.73  -0.527
C -10.62 4.03 -0.09  -0.481
C -10.02 4.38 -1.33  -0.667
C -8.68 4.12 -1.22  -0.261
H -7.55 3.36 0.41  0.185
H -9.66 3.21 1.75  0.400
H -11.66 4.11 0.16  0.399
H -10.51 4.78 -2.20  0.417
H -7.87 4.25 -1.92  0.359
N -10.05 -4.44 -1.55  0.010
C -10.15 -5.61 -0.86  -0.472
C -9.22 -5.60 0.14  -0.706
C -8.53 -4.36 0.05  -0.178
C -9.06 -3.67 -1.00  -0.578
H -10.61 -4.18 -2.34  0.196
H -10.88 -6.36 -1.14  0.388
H -9.06 -6.38 0.86  0.394
H -7.74 -4.02 0.70  0.515
H -8.84 -2.69 -1.40  0.453
N 11.53 -0.92 5.70  0.080
C 10.73 -1.55 6.61  -0.449
C 11.46 -1.71 7.76  -0.414
C 12.75 -1.16 7.52  -0.422
C 12.76 -0.67 6.24  -0.475
H 11.26 -0.67 4.76  0.165
H 9.72 -1.84 6.37  0.363
H 11.12 -2.19 8.66  0.393
H 13.57 -1.12 8.21  0.390
H 13.53 -0.18 5.68  0.369
N 12.26 -1.79 -0.48  -0.004
C 12.11 -3.04 0.04  -0.447
C 11.00 -3.04 0.83  -0.889
C 10.45 -1.73 0.78  -0.042
C 11.25 -0.98 -0.04  -0.649
H 13.00 -1.50 -1.10  0.180
H 12.81 -3.83 -0.19  0.386
H 10.61 -3.88 1.38  0.392
H 9.56 -1.38 1.28  0.646
H 11.19 0.05 -0.34  0.420

---

A structure of composition C52H88AsN3O6SSbTi, computed with wB97M-V/def2-TZVPD.

Computed properties:
Relative energy (zero: lowest compared OMol25 entry of this formula, charge and spin) in kcal per mole: 48.3
Net charge: -1
LUMO energy in eV: 2.262
Frontier orbital gap in eV: 6.2

Last column: Mulliken charge in e.
Cartesian coordinates (Å):
Ti -0.04 -0.30 0.53  -0.609
C -3.59 -1.69 6.45  -1.297
C -2.20 -1.15 6.80  2.155
C -2.32 0.30 7.29  -1.771
C -1.64 -1.99 7.95  -2.391
C -1.33 -1.21 5.54  -0.907
C -1.71 -0.46 4.43  -0.614
C -1.02 -0.59 3.23  -0.677
N -1.43 -0.15 2.00  0.783
C -2.73 -0.12 1.56  -0.733
C -3.88 0.28 2.23  -1.013
C -5.12 -0.17 1.81  0.497
C -5.16 -1.07 0.74  -0.460
C -4.04 -1.45 0.01  -0.088
C -2.80 -0.88 0.35  1.144
O -1.66 -1.11 -0.25  0.256
C -4.09 -2.57 -1.03  2.221
C -3.12 -3.68 -0.58  -1.623
C -3.66 -2.05 -2.40  -1.221
C -5.49 -3.19 -1.15  -2.426
C -6.41 0.16 2.56  2.126
C -6.90 -1.12 3.26  -1.679
C -6.19 1.24 3.63  -1.930
C -7.49 0.67 1.60  -1.528
C 0.13 -1.44 3.11  0.761
O 0.70 -1.49 1.92  0.186
C 0.46 -2.25 4.22  -0.184
C -0.26 -2.08 5.41  0.006
C 1.48 -3.39 4.10  2.602
C 2.87 -2.84 3.74  -0.778
C 1.63 -4.21 5.38  -2.592
C 1.00 -4.33 2.98  -1.600
H -4.24 -1.68 7.34  0.487
H -3.52 -2.72 6.10  0.313
H -4.07 -1.11 5.67  0.033
H -2.97 0.34 8.17  0.473
H -2.74 0.95 6.52  0.259
H -1.34 0.69 7.56  0.375
H -2.30 -1.88 8.82  0.448
H -0.64 -1.65 8.23  0.440
H -1.61 -3.04 7.69  0.359
H -2.55 0.20 4.48  0.314
H -3.78 0.95 3.07  0.753
H -6.12 -1.49 0.47  0.488
H -2.10 -3.32 -0.60  0.045
H -3.20 -4.54 -1.25  0.497
H -3.36 -4.00 0.44  0.335
H -3.62 -2.87 -3.13  0.597
H -2.66 -1.61 -2.32  -0.334
H -4.35 -1.30 -2.77  0.196
H -5.83 -3.58 -0.19  0.355
H -5.46 -4.02 -1.86  0.497
H -6.22 -2.46 -1.51  0.349
H -6.12 -1.53 3.90  0.232
H -7.18 -1.87 2.53  0.274
H -7.78 -0.90 3.87  0.502
H -5.55 0.89 4.43  0.154
H -7.15 1.52 4.06  0.477
H -5.75 2.14 3.18  0.337
H -7.66 -0.04 0.79  0.262
H -7.19 1.62 1.16  0.192
H -8.43 0.81 2.13  0.512
H 0.01 -2.69 6.26  0.660
H 3.20 -2.13 4.50  0.294
H 2.83 -2.34 2.78  -0.556
H 3.60 -3.65 3.69  0.576
H 2.00 -3.60 6.20  0.443
H 2.35 -5.01 5.20  0.473
H 0.69 -4.67 5.67  0.438
H 0.90 -3.78 2.04  0.086
H 0.02 -4.74 3.24  0.361
H 1.70 -5.15 2.84  0.403
O 1.79 3.01 0.69  -0.618
C 1.13 2.03 0.42  0.503
O 0.35 1.38 1.23  -0.701
C 1.09 1.42 -0.94  0.120
O 1.93 1.64 -1.82  -0.806
O 0.12 0.57 -1.08  0.687
C -5.07 3.07 -0.35  -2.068
C -4.68 2.67 -1.77  2.415
C -5.11 3.76 -2.77  -2.225
C -5.42 1.37 -2.09  -2.098
Sb -2.44 2.14 -1.64  -0.404
C -1.90 1.91 -3.87  2.345
C -3.15 1.71 -4.72  -1.831
C -1.04 0.66 -3.96  -2.067
C -1.12 3.11 -4.39  -1.710
C -1.70 4.25 -1.10  2.188
C -2.57 5.38 -1.65  -2.069
C -0.26 4.52 -1.55  -1.702
C -1.76 4.24 0.43  -1.543
H -6.16 3.08 -0.24  0.560
H -4.71 4.07 -0.09  0.221
H -4.66 2.36 0.37  0.219
H -5.57 4.61 -2.25  0.498
H -5.84 3.37 -3.48  0.500
H -4.27 4.16 -3.35  0.282
H -6.50 1.52 -2.01  0.610
H -5.13 0.59 -1.39  0.163
H -5.21 1.03 -3.10  0.397
H -3.67 0.79 -4.43  0.233
H -2.87 1.61 -5.77  0.484
H -3.84 2.55 -4.63  0.418
H -1.51 -0.19 -3.45  0.243
H -0.07 0.82 -3.49  0.195
H -0.87 0.38 -5.00  0.633
H -1.66 4.04 -4.23  0.313
H -0.94 3.00 -5.47  0.475
H -0.15 3.17 -3.89  0.183
H -2.58 5.36 -2.74  0.176
H -2.14 6.35 -1.34  0.498
H -3.59 5.33 -1.28  0.364
H -0.24 4.89 -2.57  0.368
H 0.37 3.64 -1.49  0.129
H 0.19 5.27 -0.90  0.560
H -2.76 4.01 0.79  0.158
H -1.46 5.21 0.84  0.505
H -1.08 3.49 0.84  0.215
C 5.75 1.32 0.62  -1.368
C 4.40 1.16 -0.07  -0.627
As 3.10 -0.13 0.74  1.921
C 3.34 0.36 2.66  0.339
C 3.10 1.81 3.07  -1.642
C 4.45 -1.65 0.76  -1.173
C 3.86 -3.01 0.33  -0.856
H 6.35 2.07 0.10  0.432
H 6.30 0.38 0.63  0.244
H 5.62 1.65 1.65  0.281
H 4.55 0.83 -1.10  0.441
H 3.89 2.12 -0.13  0.318
H 4.33 0.04 2.98  0.723
H 2.61 -0.24 3.20  -0.797
H 3.67 2.52 2.46  0.320
H 3.38 1.96 4.12  0.486
H 2.05 2.07 2.96  0.236
H 4.86 -1.72 1.76  0.552
H 5.27 -1.41 0.08  0.633
H 4.41 -3.83 0.79  0.398
H 3.91 -3.13 -0.75  0.314
H 2.82 -3.09 0.62  -0.103
C 1.13 -4.14 -3.67  -0.903
N 1.81 -2.87 -3.63  0.217
C 2.60 -2.31 -4.62  -0.568
C 2.93 -1.08 -4.21  -0.598
N 2.37 -0.87 -2.97  0.581
C 1.66 -1.97 -2.61  -0.259
S 0.83 -2.33 -1.20  -0.290
H 1.56 -4.75 -4.46  0.350
H 0.06 -4.00 -3.86  0.301
H 1.23 -4.63 -2.70  0.323
H 2.86 -2.85 -5.51  0.481
H 3.51 -0.32 -4.70  0.513
H 2.27 0.10 -2.57  -0.247

---

| no. | total energy (eV) |
| --- | --- |
| 1 | -73502.9640 |
| 2 | -173441.3027 |